[1]
C21H52BrOP2 | wB97M-V/def2-TZVPD

Summary:
- Electronic energy: -113280.9343 eV
- Charge: +1
- Maximum force: 0.12 eV/A
- LUMO: -4.103 eV

Last column: Mulliken charge in e.
Positions of all 77 atoms, in Å:
Br1 3.829 -2.136 1.472  0.008
P1 1.846 -0.092 5.408  0.457
P2 2.685 -1.874 4.301  0.114
O1 1.385 -0.542 6.723  -0.472
C1 0.304 2.574 -9.113  -0.463
C2 -0.746 2.086 -5.618  -0.839
C3 -0.623 1.933 9.142  -0.462
C4 0.793 2.380 8.800  -0.969
C5 -1.695 2.472 -6.747  -0.452
C6 -1.690 1.476 -7.906  -0.685
C7 1.323 -3.290 2.345  0.032
C8 -0.545 3.287 -10.158  -1.225
C9 -0.065 -3.107 -4.207  -0.595
C10 2.553 -4.153 -1.800  -1.146
C11 2.067 -2.722 -1.992  -0.287
C12 -3.546 3.319 7.350  -1.238
C13 -0.320 -3.367 -2.723  -0.922
C14 -0.331 1.288 -8.585  -0.510
C15 -2.109 3.416 6.853  -0.542
C16 2.219 -2.066 2.536  -0.355
C17 -1.329 1.231 7.981  -0.646
C18 0.014 -3.172 3.143  -1.235
C19 -1.430 2.055 6.695  -0.256
C20 0.563 -2.552 -1.775  -0.192
C21 -0.287 -1.656 -4.616  -1.111
H1 2.099 -4.833 -2.522  0.340
H2 2.337 -2.372 -2.991  0.384
H3 -2.031 0.503 -7.538  0.357
H4 0.315 -2.843 -0.745  -0.048
H5 2.931 0.794 5.295  0.170
H6 -0.145 -1.521 -5.689  0.384
H7 -2.428 1.791 -8.648  0.347
H8 1.383 1.533 8.439  0.123
H9 -2.092 3.931 5.889  0.388
H10 -0.724 -3.754 -4.788  0.416
H11 -0.790 0.306 7.757  0.324
H12 1.278 2.328 -9.544  0.399
H13 1.307 2.801 9.664  0.396
H14 -4.009 4.304 7.406  0.388
H15 -1.303 -1.334 -4.373  0.341
H16 -0.454 0.586 -9.416  0.412
H17 -0.756 2.628 -11.004  0.297
H18 -1.367 -3.141 -2.498  0.393
H19 -1.502 3.613 -9.748  0.278
H20 -4.151 2.705 6.679  0.297
H21 -0.850 -3.304 2.496  0.412
H22 -3.601 2.875 8.344  0.283
H23 -0.110 -2.186 3.608  0.325
H24 -1.441 3.471 -7.112  0.244
H25 0.293 2.072 -5.953  0.266
H26 -2.713 2.546 -6.356  0.370
H27 1.135 -3.371 1.274  -0.290
H28 -0.595 1.245 9.990  0.383
H29 -0.984 1.088 -5.242  -0.017
H30 0.363 0.809 -7.888  0.207
H31 3.634 -4.227 -1.920  0.376
H32 -2.329 0.929 8.301  0.371
H33 2.301 -4.525 -0.802  0.186
H34 -1.981 1.471 5.949  0.388
H35 0.308 -1.492 -1.859  0.387
H36 -0.059 -3.917 3.934  0.316
H37 -0.813 2.785 -4.783  0.425
H38 0.954 -3.409 -4.468  0.258
H39 0.788 3.146 8.021  0.255
H40 0.927 0.353 4.441  0.144
H41 1.688 -1.156 2.246  0.449
H42 2.595 -2.065 -1.295  0.225
H43 -1.206 2.796 9.475  0.249
H44 4.078 -1.858 4.422  0.193
H45 -0.037 4.171 -10.545  0.385
H46 1.883 -4.184 2.626  0.467
H47 -0.425 2.213 6.283  0.043
H48 -0.192 -4.434 -2.519  0.357
H49 0.509 3.255 -8.282  0.215
H50 -1.527 4.040 7.537  0.237
H51 0.405 -0.980 -4.111  0.306
H52 2.238 -2.968 5.050  0.194

=====

[2]
C21H52F4N2O9S8 | wB97M-V/def2-TZVPD

Summary:
- Electronic energy: -141565.4993 eV
- Charge: 0
- Maximum force: 4.45 eV/A
- LUMO: 0.367 eV

Last column: Mulliken charge in e.
Positions of all 96 atoms, in Å:
S1 -0.140 4.004 3.389  0.677
S2 -6.425 -2.948 1.084  0.521
S3 -1.666 -1.689 2.950  1.132
S4 -0.553 -2.442 -3.781  0.709
S5 0.621 7.525 -4.634  0.425
S6 -0.500 1.798 -2.943  0.487
S7 6.460 -2.182 -1.180  0.426
S8 1.234 3.492 7.203  0.493
F1 -1.692 -5.311 -0.915  -0.307
F2 -0.578 -1.444 4.208  -0.287
F3 -2.166 -6.679 1.726  -0.247
F4 -0.574 -5.078 2.401  -0.128
O1 0.659 1.054 -2.360  -0.592
O2 -0.123 3.182 6.665  -0.558
O3 -0.437 -3.182 -2.487  -0.667
O4 0.839 4.682 2.481  -0.700
O5 -5.456 -2.272 0.170  -0.583
O6 0.409 6.054 -4.482  -0.535
O7 -2.624 -2.723 3.443  -0.616
O8 5.291 -2.010 -0.266  -0.522
O9 -2.314 -0.368 2.650  -0.571
N1 0.436 -1.438 1.617  -0.603
N2 -0.701 -2.268 1.610  0.584
C1 -1.482 -2.174 0.349  -0.096
C2 -2.649 -3.293 0.307  0.216
C3 -0.602 2.442 2.616  -0.577
C4 -8.026 -2.145 0.864  -0.998
C5 -1.368 2.603 -1.581  -0.869
C6 -1.553 -5.429 1.492  0.092
C7 0.142 3.316 -3.674  -1.077
C8 -1.760 -3.318 -4.797  -1.121
C9 1.796 -1.399 -0.539  -0.436
C10 6.159 -3.663 -2.166  -0.891
C11 2.427 -3.120 1.493  -1.078
C12 -1.740 4.806 3.155  -1.072
C13 -6.894 -4.511 0.313  -0.944
C14 1.116 7.825 -6.343  -0.963
C15 1.452 -1.965 0.940  0.480
C16 7.809 -2.879 -0.205  -0.988
C17 -1.952 -4.706 0.351  0.345
C18 0.882 -2.876 -4.785  -1.102
C19 2.224 7.918 -3.905  -0.942
C20 1.483 2.463 8.665  -0.938
C21 2.437 2.636 6.165  -0.869
H1 -7.227 -4.336 -0.711  0.310
H2 7.046 -3.890 -2.761  0.385
H3 7.465 -3.769 0.325  0.309
H4 5.919 -4.503 -1.513  0.300
H5 1.772 -2.461 -4.311  0.278
H6 -0.687 3.941 -4.004  0.404
H7 2.993 7.265 -4.322  0.303
H8 -1.823 1.832 -0.958  0.195
H9 -2.505 4.261 3.710  0.346
H10 -0.665 3.185 -0.983  0.264
H11 1.279 1.418 8.424  0.302
H12 2.161 7.760 -2.828  0.313
H13 0.269 7.602 -6.992  0.307
H14 -0.849 -2.377 -0.582  -0.162
H15 0.758 3.052 -4.534  0.376
H16 2.283 -4.017 0.811  0.249
H17 -1.404 1.975 3.189  0.311
H18 0.750 3.852 -2.945  0.331
H19 0.978 -3.962 -4.848  0.354
H20 -7.955 -1.126 1.245  0.333
H21 5.318 -3.469 -2.832  0.255
H22 8.641 -3.131 -0.864  0.386
H23 0.796 2.796 9.443  0.309
H24 -0.926 2.615 1.589  0.040
H25 -2.741 -3.215 -4.333  0.306
H26 2.172 1.581 6.082  0.258
H27 0.269 1.785 2.616  0.317
H28 -7.692 -4.978 0.893  0.381
H29 -2.149 3.252 -1.981  0.446
H30 -6.023 -5.167 0.305  0.285
H31 8.134 -2.130 0.517  0.322
H32 -3.443 -3.130 1.088  0.002
H33 -8.287 -2.119 -0.195  0.300
H34 1.397 8.873 -6.462  0.381
H35 2.425 3.093 5.175  0.276
H36 2.258 -3.379 2.578  0.336
H37 -1.949 -1.144 0.172  -0.031
H38 1.488 -2.232 -1.263  0.029
H39 -1.784 -2.877 -5.795  0.389
H40 -1.498 -4.376 -4.859  0.366
H41 -1.992 4.831 2.093  0.314
H42 2.468 8.962 -4.104  0.377
H43 -3.161 -3.133 -0.703  0.439
H44 3.504 -2.747 1.298  0.296
H45 3.433 2.741 6.600  0.394
H46 1.252 -0.432 -0.741  0.220
H47 2.935 -1.307 -0.641  0.298
H48 -1.674 5.826 3.536  0.335
H49 0.771 -2.450 -5.783  0.420
H50 1.955 7.178 -6.607  0.303
H51 2.510 2.573 9.018  0.358
H52 -8.787 -2.689 1.426  0.381

=====

[3]
C21H52FN16O7S | wB97M-V/def2-TZVPD

Summary:
- Electronic energy: -74348.8388 eV
- Charge: +1
- Maximum force: 1.50 eV/A
- LUMO: -3.377 eV

Last column: Mulliken charge in e.
Positions of all 98 atoms, in Å:
S1 -0.491 -4.343 2.887  -0.378
F1 -1.684 1.401 1.977  -0.464
O1 -3.999 2.384 -6.674  -0.619
O2 -2.414 -0.638 4.353  -0.525
O3 -1.130 -1.177 -4.434  -0.726
O4 0.042 5.967 -0.737  -0.693
O5 -2.498 -8.057 4.275  -0.639
O6 -3.526 2.882 -2.632  -0.787
O7 5.861 2.404 0.473  -0.618
N1 -3.645 -0.980 6.229  -0.429
N2 -1.097 -9.725 4.910  -0.383
N3 -2.250 -1.861 0.237  0.119
N4 -2.350 -2.674 5.325  -0.242
N5 -0.357 -8.000 3.554  -0.298
N6 -0.266 6.497 1.446  -0.357
N7 6.442 4.159 -0.836  -0.427
N8 4.319 3.251 -0.959  -0.318
N9 -5.062 1.611 -8.521  -0.404
N10 -3.701 0.218 -7.274  -0.318
N11 -2.155 4.607 -2.096  -0.179
N12 -3.362 4.615 -4.069  -0.343
N13 -2.130 0.362 -3.109  -0.157
N14 -1.305 0.977 -5.156  -0.342
N15 0.133 8.146 -0.119  -0.404
N16 0.033 -1.658 2.593  -0.342
C1 0.678 1.369 1.882  -1.036
C2 1.251 -1.382 -0.105  -0.320
C3 4.150 -0.275 0.885  -0.349
C4 -3.041 3.979 -2.910  0.661
C5 3.654 -0.560 -0.534  -1.163
C6 3.497 -3.931 1.611  -0.650
C7 4.051 -1.412 1.923  -0.732
C8 2.159 -0.341 -0.774  -0.407
C9 -1.495 -0.020 -4.249  0.810
C10 4.533 -2.794 1.450  -0.666
C11 -1.193 -1.754 -0.464  -1.197
C12 -0.027 6.817 0.142  0.702
C13 -0.185 -0.887 0.196  -0.041
C14 -2.185 -1.158 1.521  -1.394
C15 -2.783 -1.383 5.257  0.593
C16 5.563 3.217 -0.384  0.618
C17 -0.103 -2.860 2.573  0.233
C18 -0.712 -0.786 1.668  2.118
C19 -0.569 0.627 2.292  -0.316
C20 -4.241 1.463 -7.441  0.576
C21 -1.392 -8.567 4.251  0.678
H1 -3.874 -0.557 -7.885  0.161
H2 5.382 -3.077 2.065  0.441
H3 3.046 -1.465 2.343  0.309
H4 -3.976 -0.034 6.189  0.240
H5 -0.319 0.091 -0.283  0.827
H6 -3.099 0.094 -6.480  0.171
H7 -0.568 -7.152 3.069  0.104
H8 1.878 0.680 -0.521  0.053
H9 7.360 4.159 -0.433  0.242
H10 -5.470 2.516 -8.667  0.226
H11 3.651 2.575 -0.643  0.204
H12 3.922 -1.552 -0.894  0.460
H13 2.504 -3.553 1.834  -0.182
H14 -2.885 -0.330 1.528  0.351
H15 1.505 0.664 1.833  -0.121
H16 4.049 3.912 -1.663  0.169
H17 3.777 -4.571 2.443  0.382
H18 -0.389 5.527 1.668  0.190
H19 1.994 -0.436 -1.848  0.335
H20 4.689 -1.114 2.753  0.589
H21 3.571 0.563 1.274  0.012
H22 -0.560 0.475 3.368  0.622
H23 0.547 1.758 0.875  0.288
H24 0.315 8.411 -1.068  0.223
H25 4.900 -2.780 0.429  0.350
H26 0.571 -8.377 3.511  0.162
H27 -1.606 1.924 -5.007  0.088
H28 1.167 -2.198 -0.822  0.735
H29 -0.193 -10.156 4.899  0.164
H30 -0.327 7.175 2.181  0.166
H31 -2.286 -0.357 -2.435  -0.023
H32 4.169 0.140 -1.193  0.468
H33 -2.569 -1.830 2.287  0.388
H34 -2.986 5.507 -4.331  0.158
H35 -3.959 -1.576 6.971  0.163
H36 0.081 8.858 0.584  0.165
H37 -5.274 0.871 -9.163  0.159
H38 -1.057 -2.235 -1.424  0.766
H39 -0.842 0.743 -6.015  0.268
H40 -3.074 -2.382 -0.040  0.323
H41 6.217 4.837 -1.539  0.145
H42 -1.724 5.491 -2.297  0.129
H43 0.912 2.163 2.580  0.447
H44 -1.839 -10.159 5.427  0.226
H45 -1.908 4.151 -1.239  0.096
H46 -1.714 -2.933 4.597  0.049
H47 -2.628 -3.340 6.021  0.162
H48 1.701 -1.815 0.777  -0.706
H49 5.175 0.077 0.855  0.481
H50 -2.461 1.301 -2.938  0.224
H51 -4.000 4.149 -4.692  0.235
H52 3.483 -4.567 0.730  0.269